The molecule C21H26N2O3S at a distorted geometry. Source: the Open Molecules 2025 dataset; level of theory: ωB97M-V/def2-TZVPD.

XYZ file:
```
53
Properties=species:S:1:pos:R:3:forces:R:3
C 2.678032 2.307919 2.222739 0.0 0.0 0.0
C 2.909233 1.291473 1.145869 0.0 0.0 -0.1
C 4.147724 1.147059 0.536984 -0.1 0.0 0.0
C 4.354259 0.170396 -0.420284 -0.1 0.0 0.0
C 3.335238 -0.684157 -0.819180 -0.1 0.1 0.0
C 3.589449 -1.774711 -1.813600 -0.1 0.0 0.0
C 2.076307 -0.507945 -0.240603 0.5 0.4 0.4
N 0.974654 -1.328095 -0.593343 0.3 -0.9 0.4
C 0.411583 -1.292263 -1.924063 -0.5 -0.2 -0.3
C -0.977308 -0.640734 -1.902363 0.3 0.0 -0.1
O -1.942347 -1.117371 -2.461170 -0.2 -0.2 -0.3
N -0.998012 0.512435 -1.212217 0.1 0.2 0.2
C -2.190686 1.293714 -0.971749 -0.2 -0.1 -0.1
C -2.050496 2.712870 -1.567344 -0.1 0.1 0.0
C -2.110644 3.684813 -0.382287 0.1 0.1 0.0
C -1.715743 2.836201 0.823680 -0.3 0.0 0.0
C -2.403781 1.505355 0.534682 0.1 0.0 0.0
S 0.781222 -2.763606 0.244491 -0.2 0.1 0.1
O 1.628197 -2.696033 1.396839 -0.2 0.2 0.0
O 0.921783 -3.873474 -0.656086 -0.3 0.1 0.0
C -0.929548 -2.609650 0.735543 0.5 -0.2 -0.2
C -1.928229 -3.112658 -0.073647 0.0 -0.2 -0.1
C -3.250960 -2.904443 0.281643 0.0 0.0 0.0
C -3.553763 -2.205749 1.439172 0.0 0.0 0.0
C -2.541144 -1.718928 2.252418 0.1 0.0 0.0
C -1.217602 -1.916597 1.895114 0.0 0.1 0.2
C 1.879594 0.451981 0.741904 0.2 0.1 -0.1
H 1.794849 2.908068 2.008243 0.0 0.1 0.0
H 3.533882 2.970382 2.321514 0.0 0.1 0.0
H 2.516909 1.808593 3.177554 0.0 0.0 0.1
H 4.965777 1.789430 0.828880 0.1 0.1 0.0
H 5.335769 0.053927 -0.857099 0.1 0.0 0.0
H 4.632196 -2.080646 -1.774564 0.0 0.0 0.0
H 2.961120 -2.637291 -1.599827 0.1 -0.1 -0.1
H 3.376831 -1.436382 -2.829013 0.0 -0.1 -0.1
H 0.317476 -2.312959 -2.304371 0.0 0.2 -0.2
H 1.056117 -0.722160 -2.599148 0.0 -0.1 0.1
H -0.147931 0.818015 -0.763316 0.0 -0.1 0.0
H -3.007005 0.730756 -1.428990 0.1 0.1 0.1
H -1.092114 2.791249 -2.081709 0.0 0.0 -0.1
H -2.833413 2.917911 -2.294511 0.0 0.0 -0.1
H -3.129294 4.051073 -0.249856 0.0 0.1 0.0
H -1.456737 4.543986 -0.521965 -0.1 0.1 0.0
H -2.032684 3.276749 1.767593 0.1 0.0 0.1
H -0.632333 2.704819 0.851346 0.1 0.0 0.0
H -2.004233 0.673555 1.113303 -0.1 0.0 0.0
H -3.470231 1.588067 0.745179 -0.1 0.0 0.0
H -1.662517 -3.658408 -0.963938 0.0 -0.1 -0.1
H -4.040987 -3.282606 -0.347855 -0.1 0.0 -0.1
H -4.585276 -2.042418 1.713885 -0.1 0.0 0.0
H -2.783483 -1.184829 3.159326 0.0 0.0 0.1
H -0.399315 -1.559901 2.501384 0.0 0.1 0.2
H 0.909621 0.523219 1.214802 -0.2 0.0 0.1
```
Positions in Å, forces in eV/Å.

Summary:
E_LUMO ... 0.0240 Eh
Highest occupied orbital energy ... -8.987 eV
Energy above the lowest of the compared OMol25 structures with the same formula, charge and spin ... 36.62 kcal per mole
SMILES ... Cc1ccc(C)c(N(CC(=O)NC2CCCC2)S(=O)(=O)c2ccccc2)c1